[1]
{
  "formula": "C31H58AsKNPSi3",
  "method": "wB97M-V/def2-TZVPD",
  "lumo_energy_ev": 0.1,
  "energy_ev": -144668.55794,
  "e_homo_ev": -5.89,
  "homo_lumo_gap_ev": 6.0,
  "largest_force_ev_per_a": 0.3,
  "species": ["K", "C", "C", "C", "P", "C", "C", "C", "C", "C", "C", "C", "C", "C", "C", "N", "C", "C", "C", "C", "C", "C", "C", "C", "C", "H", "H", "H", "H", "H", "H", "H", "H", "H", "H", "H", "H", "H", "H", "H", "H", "H", "H", "H", "H", "H", "H", "H", "H", "H", "H", "H", "H", "H", "H", "H", "C", "Si", "C", "C", "As", "Si", "C", "C", "C", "Si", "C", "C", "C", "H", "H", "H", "H", "H", "H", "H", "H", "H", "H", "H", "H", "H", "H", "H", "H", "H", "H", "H", "H", "H", "H", "H", "H", "H", "H", "H"],
  "coordinates": [[0.16504, 0.35699, -0.84901], [-3.20917, 4.60363, -2.70885], [-1.97175, 3.70987, -2.73270], [-2.35465, 2.34722, -3.32825], [-1.05463, 3.35147, -1.14151], [-0.01020, 4.86474, -0.81804], [0.65657, 4.66056, 0.54671], [-0.61669, 6.26233, -0.91038], [-2.29322, 3.29305, 0.18983], [-3.13150, 4.38065, 0.46990], [-4.04523, 4.40036, 1.50759], [-4.95322, 5.58127, 1.74220], [-4.10160, 3.26103, 2.31547], [-3.29807, 2.17069, 2.08425], [-2.35955, 2.12171, 1.01148], [-1.54824, 1.06634, 0.80111], [-1.70664, -0.11096, 1.53377], [-0.70226, -0.50720, 2.43609], [0.43272, 0.43374, 2.75045], [-0.76277, -1.76128, 3.04301], [-1.79830, -2.64912, 2.79162], [-1.84929, -4.00518, 3.44656], [-2.79342, -2.24715, 1.90283], [-2.76365, -1.01182, 1.27209], [-3.83282, -0.62668, 0.28664], [-3.60126, 4.70857, -3.72464], [-3.00438, 5.60198, -2.32758], [-3.98966, 4.15611, -2.09227], [-1.21264, 4.16770, -3.37833], [-3.01381, 1.81055, -2.63917], [-1.47149, 1.73157, -3.51164], [-2.88672, 2.46953, -4.27507], [0.76361, 4.78877, -1.59130], [-0.09314, 4.70279, 1.33952], [1.39956, 5.43928, 0.73382], [1.15137, 3.68863, 0.60836], [-1.35391, 6.42949, -0.12591], [-1.08075, 6.44399, -1.87982], [0.17388, 7.00663, -0.77824], [-3.07481, 5.25910, -0.15763], [-4.57911, 6.46857, 1.22950], [-5.03385, 5.81695, 2.80521], [-5.96518, 5.39023, 1.37407], [-4.79253, 3.23614, 3.15318], [-3.35598, 1.31400, 2.74682], [0.06167, 1.44700, 2.90648], [1.16235, 0.48465, 1.93455], [0.96431, 0.10633, 3.64535], [0.01584, -2.04049, 3.74852], [-1.03164, -4.12673, 4.15787], [-1.77512, -4.80899, 2.70924], [-2.78763, -4.14694, 3.98625], [-3.61125, -2.92904, 1.68473], [-4.46623, -1.48013, 0.04429], [-3.38642, -0.23897, -0.63320], [-4.45912, 0.17715, 0.67997], [1.82818, -4.59561, 1.94542], [3.23085, -3.53410, 1.30856], [3.86802, -2.44859, 2.69170], [4.61252, -4.63623, 0.69211], [2.37587, -2.09263, -0.31634], [0.96715, -3.41999, -1.63455], [1.73489, -5.01384, -2.24693], [-0.55089, -3.78697, -0.60762], [0.42541, -2.44389, -3.15676], [4.14326, -1.41052, -1.68189], [3.46418, -0.15592, -2.90556], [5.00341, -2.76893, -2.64232], [5.38037, -0.55358, -0.56666], [2.12724, -5.05062, 2.89393], [1.59491, -5.40518, 1.25062], [0.92382, -4.01008, 2.12328], [4.18301, -3.06447, 3.53840], [3.08178, -1.77241, 3.03519], [4.72270, -1.84486, 2.38071], [4.89963, -5.34879, 1.46975], [5.50006, -4.05883, 0.42778], [4.30003, -5.20142, -0.18890], [1.95383, -5.68260, -1.41093], [2.66650, -4.82595, -2.78220], [1.05713, -5.54005, -2.92406], [-0.33933, -4.51906, 0.17155], [-1.34602, -4.19136, -1.24029], [-0.93839, -2.89045, -0.11430], [1.21968, -2.39988, -3.90456], [0.09232, -1.42093, -2.96269], [-0.41993, -2.96462, -3.61532], [2.79059, -0.62650, -3.62437], [4.28567, 0.29527, -3.46768], [2.92679, 0.65814, -2.41285], [4.28144, -3.38584, -3.17989], [5.56871, -3.42289, -1.97727], [5.69734, -2.35028, -3.37531], [4.91671, 0.26705, -0.01603], [6.21059, -0.14806, -1.15003], [5.79655, -1.25525, 0.16053]],
  "forces_ev_per_a": [[0.2, 0.0, -0.1], [0.0, 0.0, 0.0], [0.0, -0.1, 0.1], [0.0, 0.1, 0.0], [0.0, 0.0, 0.0], [0.0, -0.1, 0.1], [0.0, 0.0, -0.1], [0.1, -0.1, 0.0], [0.0, 0.0, 0.0], [0.0, -0.1, 0.0], [0.0, 0.1, 0.0], [0.0, -0.1, 0.0], [0.0, 0.0, 0.0], [0.0, -0.1, 0.0], [-0.1, 0.0, 0.1], [-0.2, 0.2, 0.2], [0.1, 0.0, -0.1], [0.1, 0.0, 0.0], [-0.1, 0.0, 0.0], [0.0, 0.0, 0.0], [0.0, 0.0, 0.0], [0.0, 0.0, 0.0], [0.0, 0.0, 0.0], [-0.1, 0.0, 0.0], [0.1, 0.0, 0.0], [0.0, 0.0, 0.0], [0.0, 0.0, 0.0], [0.0, 0.0, 0.0], [0.0, 0.0, 0.0], [0.0, 0.0, 0.0], [0.0, 0.0, 0.0], [0.0, 0.0, 0.0], [0.0, 0.0, 0.0], [0.0, 0.0, 0.0], [0.0, 0.0, 0.0], [0.0, 0.0, 0.0], [0.0, 0.0, 0.0], [0.0, 0.0, 0.0], [0.0, 0.0, 0.0], [0.0, 0.0, 0.0], [0.0, 0.0, 0.0], [0.0, 0.0, 0.0], [0.0, 0.0, 0.0], [0.0, 0.0, 0.0], [0.0, 0.0, 0.0], [0.0, 0.0, 0.0], [0.0, 0.0, 0.0], [0.0, 0.0, 0.0], [0.0, 0.0, 0.0], [0.0, 0.0, 0.0], [0.0, 0.0, 0.0], [0.0, 0.0, 0.0], [0.0, 0.0, 0.0], [0.0, 0.0, 0.0], [0.0, 0.0, 0.0], [0.0, 0.0, 0.0], [0.0, 0.0, 0.0], [0.1, -0.1, 0.2], [0.0, 0.0, 0.0], [0.0, 0.0, -0.1], [-0.2, 0.2, 0.0], [-0.2, -0.1, -0.2], [0.1, 0.0, 0.1], [0.0, 0.1, 0.0], [0.1, 0.0, 0.0], [0.2, 0.1, -0.1], [-0.1, -0.1, 0.0], [-0.1, -0.1, 0.0], [0.0, -0.1, 0.0], [0.0, 0.0, 0.0], [0.0, 0.0, 0.0], [0.0, 0.0, 0.0], [0.0, 0.0, 0.0], [0.0, 0.0, 0.0], [0.0, 0.0, 0.0], [0.0, 0.0, 0.0], [0.0, 0.0, 0.0], [0.0, 0.0, 0.0], [0.0, 0.0, 0.0], [0.0, 0.0, 0.0], [0.0, 0.0, 0.0], [0.0, 0.0, 0.0], [0.0, 0.0, 0.0], [0.0, 0.0, 0.0], [0.0, 0.0, 0.0], [0.0, -0.1, 0.0], [0.0, 0.0, 0.0], [0.0, 0.0, 0.0], [0.0, 0.0, 0.0], [0.0, 0.0, 0.0], [0.0, 0.0, 0.0], [0.0, 0.0, 0.0], [0.0, 0.0, 0.0], [0.0, 0.0, 0.0], [0.0, 0.0, 0.0], [0.0, 0.0, 0.0]],
  "lowdin_charge": [0.533, -0.125, -0.554, -0.148, 1.030, -0.566, -0.134, -0.117, -0.302, -0.091, -0.300, -0.067, -0.057, -0.035, -0.340, -0.108, -0.300, -0.215, -0.048, -0.032, -0.298, -0.062, -0.032, -0.221, -0.034, 0.076, 0.051, 0.077, 0.101, 0.072, 0.049, 0.074, 0.092, 0.077, 0.074, 0.058, 0.066, 0.059, 0.075, 0.075, 0.068, 0.071, 0.073, 0.109, 0.109, 0.080, 0.049, 0.072, 0.109, 0.070, 0.071, 0.077, 0.118, 0.074, 0.071, 0.077, -0.212, 0.238, -0.217, -0.214, 0.796, 0.241, -0.207, -0.201, -0.213, 0.234, -0.215, -0.206, -0.222, 0.040, 0.026, 0.008, 0.036, 0.020, 0.019, 0.035, 0.019, 0.022, 0.022, 0.010, 0.036, 0.015, 0.043, 0.020, 0.025, -0.008, 0.039, 0.016, 0.037, 0.017, 0.009, 0.020, 0.035, 0.032, 0.035, 0.016]
}

***

[2]
{
  "formula": "C31H58BBrIN4O5S",
  "method": "wB97M-V/def2-TZVPD",
  "lumo_energy_ev": -4.4,
  "energy_ev": -138932.86003,
  "e_homo_ev": -11.39,
  "total_charge": 1,
  "homo_lumo_gap_ev": 7.0,
  "largest_force_ev_per_a": 1.4,
  "species": ["C", "C", "C", "N", "C", "S", "O", "C", "C", "C", "C", "C", "N", "C", "C", "I", "C", "C", "N", "Br", "B", "N", "O", "C", "C", "C", "C", "C", "C", "C", "C", "C", "C", "C", "C", "C", "C", "H", "H", "H", "H", "H", "H", "H", "H", "H", "H", "H", "H", "H", "H", "H", "H", "H", "H", "H", "H", "H", "H", "H", "H", "H", "H", "H", "H", "H", "H", "H", "H", "H", "H", "H", "H", "H", "H", "H", "H", "H", "H", "H", "H", "H", "H", "H", "H", "H", "H", "C", "C", "O", "C", "O", "O", "C", "H", "H", "H", "H", "H", "H", "H", "H"],
  "coordinates": [[0.50157, 2.77112, -0.17158], [0.71477, 1.89091, -0.94050], [0.81751, 0.77734, -1.90455], [-0.47350, 0.06753, -1.85160], [-0.42074, -1.15663, -1.87408], [-0.36959, -2.65603, -2.28029], [1.80500, -0.14400, -1.52933], [3.14351, 0.38675, -1.47767], [4.06677, -0.84065, -1.47765], [4.26197, -1.40702, -0.05382], [3.53163, -2.74612, 0.16176], [4.21777, -3.89442, -0.57375], [5.59656, -4.12246, -0.09554], [3.43850, 1.37214, -2.62507], [3.68011, 2.86264, -2.29187], [5.47408, 3.57275, -3.30130], [3.88656, 3.18271, -0.79104], [5.22557, 2.71628, -0.18101], [2.46055, 1.20769, -3.76769], [2.66291, -0.56623, -4.54347], [2.82107, 2.16667, -4.96161], [2.03731, 3.37744, -5.15844], [3.86185, 1.78645, -5.73564], [1.01667, 1.34971, -3.35335], [-0.00930, 0.84345, -4.35601], [-1.25105, 1.76756, -4.28407], [-2.38002, 1.31992, -5.20168], [-3.10965, 0.04429, -4.69143], [-4.48769, 0.36569, -4.08638], [-4.54402, 0.74012, -2.59920], [-4.08974, -0.34754, -1.60351], [-3.62257, 0.30714, -0.29830], [-3.01831, -0.67070, 0.72022], [-1.93604, -0.00948, 1.57634], [-1.67450, -0.72102, 2.93263], [-0.16857, -0.78289, 3.21417], [0.19450, -0.79090, 4.71950], [0.42372, 3.53397, 0.56854], [3.25115, 0.79968, -0.47854], [5.05409, -0.56603, -1.84783], [3.63940, -1.62263, -2.09822], [3.91894, -0.70762, 0.71213], [5.32402, -1.56421, 0.13065], [3.47762, -2.96442, 1.22985], [2.50006, -2.62707, -0.18320], [4.21438, -3.67066, -1.64264], [3.62898, -4.79608, -0.40547], [5.64457, -5.07003, 0.25788], [5.76558, -3.55546, 0.72822], [4.36998, 1.02341, -3.06431], [2.86491, 3.51130, -2.60719], [3.09597, 2.75380, -0.18581], [3.78562, 4.26374, -0.71295], [5.63157, 1.84829, -0.69571], [5.04391, 2.43501, 0.85681], [5.93736, 3.53425, -0.14335], [1.69102, 3.38129, -6.11725], [2.69282, 4.15918, -5.12769], [3.65543, 1.89827, -6.67187], [0.83738, 2.42053, -3.26870], [-0.27263, -0.19718, -4.18854], [0.32061, 0.90656, -5.39699], [-0.87951, 2.73416, -4.64644], [-1.58794, 1.94360, -3.26400], [-2.05808, 1.24779, -6.24003], [-3.13497, 2.10859, -5.18113], [-2.45167, -0.50444, -4.01837], [-3.29390, -0.59145, -5.55865], [-4.91261, 1.20611, -4.63738], [-5.15565, -0.48258, -4.24401], [-5.59637, 0.93479, -2.37755], [-4.02207, 1.67416, -2.37719], [-4.94905, -0.98452, -1.39277], [-3.30107, -0.95026, -2.05194], [-4.50198, 0.78091, 0.14857], [-2.94259, 1.12832, -0.52689], [-3.80313, -1.04224, 1.38247], [-2.63361, -1.54757, 0.19612], [-2.20213, 1.03638, 1.74052], [-0.98017, 0.00838, 1.04979], [-2.17646, -0.11571, 3.68698], [-2.11790, -1.71549, 2.91282], [0.28507, 0.11465, 2.78540], [0.26928, -1.63853, 2.69736], [1.14281, -0.27013, 4.84278], [0.33007, -1.81248, 5.06584], [-0.58077, -0.27608, 5.27843], [-3.81327, -0.83803, 10.19368], [-3.87293, -2.27088, 9.71012], [-4.63606, -2.38899, 8.49877], [-4.00396, -2.03136, 7.38684], [-2.86522, -1.64897, 7.30261], [-4.85069, -2.17214, 6.36444], [-4.31218, -1.76218, 5.10941], [-4.81882, -0.42724, 10.29130], [-3.31519, -0.78509, 11.16145], [-3.26704, -0.21007, 9.49064], [-4.38870, -2.89204, 10.43956], [-2.87668, -2.68776, 9.56606], [-3.36217, -2.25250, 4.91095], [-4.18864, -0.67987, 5.09051], [-5.02850, -2.05139, 4.34470]],
  "forces_ev_per_a": [[0.2, 0.7, 0.8], [0.0, -0.7, -0.7], [-0.8, 0.0, 0.5], [0.8, -0.9, 0.6], [-0.2, 0.7, -1.1], [-0.2, -0.2, 0.6], [0.4, 0.3, -0.7], [-0.4, -1.1, 0.3], [0.2, 0.1, 0.8], [-0.2, -0.5, 0.1], [0.1, 0.4, -0.2], [-0.1, 0.1, 0.6], [-0.3, -0.1, 0.1], [0.9, -0.1, -0.2], [-0.1, 0.3, 1.1], [-0.4, 0.1, -0.2], [0.6, -0.2, -0.1], [-0.7, 0.2, 0.3], [-0.2, -0.6, -0.4], [0.1, 0.0, 0.3], [0.3, 0.7, -0.6], [0.1, -0.5, 0.0], [-0.8, -0.8, 0.2], [-0.4, 0.3, 0.5], [-0.7, 0.4, -0.2], [0.7, 0.2, -0.7], [-0.7, -0.1, 1.0], [-0.1, 0.5, -0.8], [0.2, -0.1, 0.5], [-0.3, -0.4, 0.1], [-0.1, 0.9, -0.1], [-0.4, -0.5, -0.1], [0.0, 0.5, -0.1], [0.1, -0.7, 0.2], [0.2, 0.7, -0.8], [-0.2, 0.4, 0.7], [0.2, -0.2, -1.0], [-0.2, 0.0, -0.1], [0.1, 0.8, -0.3], [-0.1, 0.1, -0.3], [0.1, 0.1, -0.3], [0.0, 0.2, -0.1], [0.1, 0.1, 0.0], [0.1, -0.1, 0.0], [0.0, -0.1, 0.0], [0.1, -0.2, -0.1], [-0.1, 0.0, -0.3], [0.2, -0.1, -0.2], [0.1, 0.1, -0.1], [0.0, -0.1, 0.0], [-0.1, -0.1, -0.3], [-0.3, 0.0, -0.3], [0.1, 0.1, 0.1], [0.2, 0.0, 0.0], [0.1, -0.1, 0.0], [0.3, -0.1, -0.3], [-0.3, 0.2, 0.1], [-0.1, 0.1, 0.1], [0.5, 0.4, -0.1], [0.4, 0.1, -0.1], [0.1, -0.1, 0.0], [0.4, 0.1, 0.1], [-0.1, 0.1, 0.1], [-0.1, -0.3, 0.1], [0.2, -0.2, 0.0], [0.1, 0.2, -0.2], [-0.1, -0.2, 0.2], [0.1, -0.2, 0.1], [-0.1, -0.1, -0.2], [0.0, -0.1, 0.0], [0.0, 0.2, 0.0], [0.2, 0.0, -0.2], [0.1, -0.3, 0.0], [0.1, -0.2, 0.1], [0.1, 0.1, 0.1], [0.3, -0.1, 0.0], [-0.1, 0.0, 0.0], [0.2, -0.1, 0.0], [0.0, 0.0, 0.1], [-0.1, 0.0, -0.4], [0.0, -0.3, 0.3], [0.0, -0.1, 0.1], [0.0, 0.0, -0.1], [0.1, 0.0, 0.0], [0.0, 0.0, 0.2], [-0.2, 0.0, 0.3], [0.0, -0.1, 0.3], [-0.1, 0.2, -0.2], [0.2, 0.1, 0.4], [0.0, -0.1, 0.0], [-0.1, 0.0, 0.1], [0.1, 0.0, 0.0], [0.0, 0.0, 0.0], [0.0, 0.0, -0.2], [0.0, -0.1, 0.1], [0.0, 0.0, 0.0], [0.1, -0.1, 0.0], [-0.1, 0.0, -0.1], [0.0, 0.1, -0.2], [0.1, 0.1, 0.1], [0.1, 0.0, 0.0], [-0.1, 0.0, 0.1]],
  "lowdin_charge": [0.186, -0.024, -0.422, 0.140, -0.751, 0.835, -0.059, -0.253, -0.132, -0.175, -0.200, -0.279, 0.000, -0.289, -0.594, 1.061, -0.312, -0.135, -0.271, 1.130, -0.802, 0.194, 0.107, -0.230, -0.187, -0.183, -0.181, -0.179, -0.200, -0.205, -0.203, -0.221, -0.206, -0.211, -0.211, -0.260, -0.092, 0.062, 0.130, 0.126, 0.076, 0.113, 0.103, 0.114, 0.100, 0.094, 0.110, 0.064, 0.053, 0.090, 0.080, 0.069, 0.111, 0.060, 0.082, 0.063, 0.106, 0.092, 0.140, 0.134, 0.083, 0.112, 0.113, 0.113, 0.112, 0.107, 0.078, 0.108, 0.104, 0.112, 0.112, 0.102, 0.119, 0.078, 0.119, 0.092, 0.109, 0.100, 0.112, 0.078, 0.099, 0.103, 0.089, 0.103, 0.062, 0.069, 0.066, -0.065, -0.208, 0.043, -0.612, 0.117, 0.011, -0.052, 0.083, 0.081, 0.074, 0.123, 0.123, 0.082, 0.095, 0.096]
}